Here is a structure of composition C21H27N4O2SiV from OMol25. Energies are from ωB97M-V/def2-TZVPD.

```
56
C21H27N4O2SiV, DFT ωB97M-V/def2-TZVPD
V -0.8988 0.7181 -0.0771
C -3.9450 0.5872 2.3239
C -2.7036 1.3272 1.9050
O -2.3686 1.7039 0.6917
C -1.7898 1.4307 2.9614
C -0.4492 1.7448 2.5662
C 0.4751 2.5471 3.5019
N 0.0723 1.3727 1.3536
N 1.3851 1.5200 1.1728
C 1.8293 0.8061 0.1904
O 1.0151 0.2562 -0.6347
C 3.3589 0.4468 0.3317
C 4.0855 0.1529 -0.8303
C 5.5366 0.2151 -0.7322
C 6.1605 0.3121 0.5169
C 5.3942 0.3100 1.6973
C 3.9881 0.2111 1.5747
H -4.8029 0.6504 1.6521
H -3.7199 -0.4823 2.5746
H -4.2503 1.0352 3.3185
H -2.0158 1.1080 3.9996
H 1.3829 2.0290 3.8203
H 0.8098 3.4188 2.9183
H -0.0878 2.8238 4.3846
H 3.5793 -0.0841 -1.7690
H 6.1407 0.1319 -1.6049
H 7.2616 0.3697 0.5219
H 5.8520 0.3907 2.6804
H 3.3242 0.0277 2.3883
C -0.7351 3.6030 -2.7918
C -1.1225 2.1669 -2.7256
C -1.7031 1.4000 -3.8251
C -2.6165 0.3303 -3.6675
C -2.9801 -0.5130 -2.5460
C -2.1922 -0.6277 -1.4585
N -1.2301 1.5785 -1.6125
N -1.4709 -1.3094 -0.6931
Si -0.9298 -2.9903 -0.5155
C -1.7609 -3.5303 1.0278
C -1.3964 -4.1920 -1.8812
C 0.8909 -2.9514 -0.1811
H -1.3425 4.2126 -2.0776
H -0.8294 3.9525 -3.8046
H 0.3280 3.7239 -2.4482
H -1.8089 1.9886 -4.7341
H -3.0707 0.0100 -4.5763
H -4.0316 -0.6458 -2.3163
H -2.8295 -3.7880 0.8959
H -1.7150 -2.7601 1.8057
H -1.2449 -4.4046 1.4841
H -1.8886 -3.7059 -2.7497
H -2.1491 -4.9032 -1.4938
H -0.5338 -4.7592 -2.2001
H 1.0960 -2.4415 0.7433
H 1.4553 -2.5131 -0.9795
H 1.1916 -4.0119 -0.0763
```

The LUMO energy (alpha / beta) is -0.3295 / -0.3309 hartree. The highest occupied orbital energy (alpha / beta) comes out at -13.680 / -13.680 eV. The max |F| is 4.98 eV Å⁻¹. Its spin multiplicity is 1. The total charge is +2.